A structure of composition C12H28AgN4O4, computed with ωB97M-V/def2-TZVPD.

Cartesian coordinates (Å):
Ag 14.599676 -19.194786 3.122452
C 17.444303 -17.625104 6.310081
C 16.650279 -18.865661 6.004206
O 16.363604 -19.157027 4.845570
N 16.238519 -19.592429 7.054032
C 15.511468 -20.853374 6.944015
H 17.477885 -17.385943 7.376354
H 17.075744 -16.734872 5.811169
H 18.477782 -17.720064 5.973077
H 16.474188 -19.221558 7.958110
H 15.043261 -21.146818 7.878503
H 16.204600 -21.558974 6.498786
H 14.645218 -20.697786 6.293554
C 14.328552 -15.610091 0.067434
C 14.721343 -16.008992 1.464649
O 14.636486 -17.142909 1.887801
N 15.253505 -15.007212 2.210865
C 15.805563 -15.252531 3.525106
H 14.268828 -14.547174 -0.167612
H 13.390532 -16.122626 -0.129962
H 15.161056 -15.895374 -0.584012
H 15.437199 -14.080094 1.871907
H 15.776662 -16.326053 3.718676
H 15.276256 -14.720181 4.314294
H 16.873363 -15.031272 3.607815
C 12.219509 -18.414082 7.009197
C 12.390983 -17.999978 5.568948
O 13.147424 -18.627075 4.822274
N 11.817323 -16.851283 5.218194
C 11.930664 -16.224202 3.917925
H 12.282836 -19.489240 7.151401
H 11.267850 -18.048653 7.398398
H 13.022907 -17.981315 7.607369
H 11.144808 -16.414280 5.824649
H 12.368941 -15.228009 4.000383
H 10.942955 -16.061876 3.478326
H 12.493390 -16.805474 3.194803
C 12.957623 -22.786012 3.987828
C 13.319142 -22.191900 2.644974
O 14.273718 -21.417161 2.534263
N 12.642799 -22.613059 1.571838
C 12.813626 -22.153038 0.224413
H 12.479952 -23.758665 3.872622
H 12.139098 -22.191723 4.411890
H 13.824360 -22.696558 4.628703
H 12.026405 -23.386944 1.761527
H 12.024290 -22.472748 -0.447708
H 13.727962 -22.542372 -0.243659
H 12.974955 -21.074938 0.224104

Forces on atoms 1 to 2 (eV/Å):
0.2613 -0.0914 -0.0315
0.5537 0.3761 0.6238

Output
Electronic energy, eV: -31044.567
HOMO energy, eV: -12.04
Total charge: +1
Frontier orbital gap, eV: 10.18

From a Mulliken analysis of the wavefunction, the atomic charges in e read: atom 1 (Ag): 0.9009, atom 2 (C): -0.9318, atom 3 (C): 0.6639, atom 4 (O): -0.7146, atom 5 (N): -0.1412, atom 6 (C): -0.6596, atom 7 (H): 0.3704, atom 8 (H): 0.0965, atom 9 (H): 0.2913, atom 10 (H): 0.2144, atom 11 (H): 0.3997, atom 12 (H): 0.3080, atom 13 (H): -0.0100, atom 14 (C): -1.2633, atom 15 (C): 0.6397, atom 16 (O): -0.3557, atom 17 (N): -0.1308, atom 18 (C): -0.7384, atom 19 (H): 0.3913, atom 20 (H): 0.2902, atom 21 (H): 0.3086, atom 22 (H): 0.2225, atom 23 (H): 0.0498, atom 24 (H): 0.3174, atom 25 (H): 0.3811, atom 26 (C): -1.1125, atom 27 (C): 0.5685, atom 28 (O): -0.3168, atom 29 (N): -0.1723, atom 30 (C): -0.7774, atom 31 (H): 0.2851, atom 32 (H): 0.3993, atom 33 (H): 0.2474, atom 34 (H): 0.2286, atom 35 (H): 0.2842, atom 36 (H): 0.3542, atom 37 (H): 0.1506, atom 38 (C): -0.9704, atom 39 (C): 0.7921, atom 40 (O): -0.8730, atom 41 (N): -0.1444, atom 42 (C): -0.7739, atom 43 (H): 0.4212, atom 44 (H): 0.2587, atom 45 (H): 0.1944, atom 46 (H): 0.2110, atom 47 (H): 0.3355, atom 48 (H): 0.2953, atom 49 (H): 0.2142